{"formula": "C5H8O9S", "method": "ωB97M-V/def2-TZVPD", "symbols": ["C", "C", "C", "C", "C", "O", "O", "O", "O", "O", "O", "O", "O", "O", "S", "H", "H", "H", "H", "H", "H", "H", "H"], "xyz": [[-0.906, 1.125, 0.261], [-1.201, -0.364, 0.546], [0.132, -1.232, 0.412], [1.206, -0.546, -0.447], [1.507, 0.882, 0.086], [4.350, -0.748, 1.370], [4.328, 0.257, -0.878], [0.457, 1.404, 0.810], [2.485, -1.302, -0.112], [2.639, 0.894, 0.901], [-2.167, -0.879, -0.363], [0.556, -1.557, 1.647], [0.875, -0.563, -1.784], [1.659, 1.684, -1.103], [3.623, -0.314, 0.263], [-0.950, 1.557, -0.703], [-1.670, 1.735, 0.959], [-1.476, -0.441, 1.596], [-0.009, -2.100, -0.230], [-1.951, -0.385, -1.191], [1.474, -1.832, 1.735], [1.282, 0.179, -2.247], [1.853, 2.641, -0.911]], "mulliken_charge": [-0.677, -0.236, 0.039, 0.245, 1.094, -0.558, -0.574, -0.414, -0.447, -0.455, -0.586, -0.579, -0.560, -0.622, 1.204, 0.443, 0.253, 0.484, 0.379, 0.411, 0.367, 0.438, 0.351], "homo_energy_ev": -10.801, "energy_ev": -34575.4908}

---

{"formula": "C22H28O3", "method": "ωB97M-V/def2-TZVPD", "symbols": ["C", "C", "O", "C", "O", "C", "C", "C", "C", "C", "C", "C", "C", "C", "C", "C", "C", "C", "C", "C", "C", "C", "C", "C", "O", "H", "H", "H", "H", "H", "H", "H", "H", "H", "H", "H", "H", "H", "H", "H", "H", "H", "H", "H", "H", "H", "H", "H", "H", "H", "H", "H", "H"], "xyz": [[4.068, -1.502, 2.442], [3.663, -0.102, 2.840], [2.234, -0.053, 2.561], [1.431, 0.869, 3.221], [1.845, 1.492, 4.170], [0.062, 0.879, 2.511], [0.260, 1.771, 1.354], [0.629, 3.158, 2.007], [1.954, 3.439, 2.339], [2.272, 4.642, 2.987], [1.266, 5.578, 3.245], [-0.041, 5.340, 2.814], [-0.360, 4.121, 2.210], [1.348, 1.304, 0.390], [0.865, 0.974, -0.821], [-0.598, 1.286, -0.952], [-0.913, 2.022, 0.362], [-0.207, -0.679, 2.589], [-0.325, -1.547, 1.374], [-1.715, -1.577, 0.745], [-2.857, -1.280, 1.737], [-3.132, 0.188, 2.066], [-2.528, 0.909, 3.282], [-1.049, 1.439, 3.448], [-0.831, 2.193, 4.373], [5.157, -1.606, 2.484], [3.612, -2.216, 3.135], [3.753, -1.741, 1.415], [3.872, 0.119, 3.899], [4.118, 0.651, 2.186], [2.763, 2.730, 2.115], [3.301, 4.813, 3.305], [1.490, 6.489, 3.814], [-0.846, 6.075, 2.956], [-1.402, 3.906, 1.916], [2.389, 1.276, 0.694], [1.461, 0.576, -1.631], [-1.201, 0.377, -1.047], [-0.860, 1.921, -1.816], [-0.899, 3.080, 0.060], [-1.906, 1.830, 0.778], [0.573, -1.129, 3.225], [-1.096, -0.845, 3.218], [-0.149, -2.565, 1.767], [0.471, -1.355, 0.645], [-1.850, -2.598, 0.352], [-1.776, -0.913, -0.128], [-2.717, -1.875, 2.650], [-3.768, -1.648, 1.244], [-4.209, 0.244, 2.262], [-2.992, 0.794, 1.167], [-2.724, 0.319, 4.198], [-3.115, 1.832, 3.428]], "mulliken_charge": [-1.213, -0.355, 0.004, -1.159, -0.578, 3.102, 2.862, 0.643, -0.513, -0.914, -0.678, -0.979, -0.306, -1.184, -0.820, -0.964, -1.398, -1.437, -0.720, -0.254, -1.085, -0.192, -1.380, -0.090, -0.529, 0.442, 0.289, 0.257, 0.372, 0.271, 0.096, 0.412, 0.347, 0.359, 0.295, 0.250, 0.473, 0.184, 0.452, 0.652, 0.136, 0.457, 0.894, 0.476, 0.200, 0.488, -0.111, 0.310, 0.460, 0.507, 0.420, 0.325, 0.422], "homo_energy_ev": -8.746, "relative_energy_kcal_mol": 4.10, "smiles": "CCOC(=O)[C@@]1([C@@]2(c3ccccc3)C=CCC2)CCCCCCC1=O", "energy_ev": -29408.4776}

---

{"formula": "C33H48CoN9OS2", "method": "ωB97M-V/def2-TZVPD", "symbols": ["Co", "S", "C", "N", "C", "C", "N", "C", "C", "C", "C", "C", "C", "C", "C", "S", "C", "C", "C", "C", "C", "C", "C", "H", "H", "H", "H", "H", "H", "H", "H", "H", "H", "H", "H", "H", "H", "H", "H", "H", "H", "N", "C", "O", "C", "C", "H", "H", "H", "H", "H", "H", "C", "N", "C", "C", "N", "C", "C", "N", "C", "C", "N", "C", "N", "C", "C", "C", "N", "C", "H", "H", "H", "H", "H", "H", "H", "H", "H", "H", "H", "H", "H", "H", "H", "H", "H", "H", "H", "H", "H", "H", "H", "H"], "xyz": [[-1.403, 0.876, 0.549], [0.429, 1.149, 2.002], [1.838, 0.774, 1.141], [2.898, 0.184, 1.749], [3.969, -0.354, 0.923], [4.325, 0.680, -0.115], [3.132, 1.020, -0.877], [3.351, 1.287, -2.301], [3.714, 0.024, -3.043], [2.789, -1.018, -3.114], [3.111, -2.193, -3.770], [4.360, -2.340, -4.365], [5.280, -1.307, -4.301], [4.957, -0.129, -3.639], [1.923, 1.061, -0.298], [0.510, 1.388, -1.155], [2.978, -0.106, 3.177], [2.770, -1.570, 3.489], [1.510, -2.145, 3.335], [1.316, -3.490, 3.601], [2.380, -4.277, 4.028], [3.633, -3.710, 4.189], [3.826, -2.361, 3.919], [3.666, -1.293, 0.449], [4.824, -0.562, 1.564], [5.063, 0.285, -0.812], [4.739, 1.576, 0.359], [4.153, 2.025, -2.383], [2.444, 1.730, -2.701], [1.813, -0.891, -2.660], [2.387, -2.996, -3.830], [4.609, -3.257, -4.882], [6.252, -1.417, -4.765], [5.678, 0.680, -3.592], [2.248, 0.509, 3.697], [3.972, 0.201, 3.512], [0.683, -1.519, 3.023], [0.332, -3.928, 3.490], [2.227, -5.327, 4.241], [4.463, -4.317, 4.527], [4.808, -1.920, 4.052], [-3.553, 2.244, 3.994], [-2.877, 1.571, 3.052], [-2.810, 1.990, 1.892], [-2.190, 0.286, 3.438], [-1.857, -0.466, 2.173], [-4.006, 3.109, 3.751], [-3.619, 1.899, 4.935], [-2.842, -0.280, 4.114], [-1.300, 0.547, 4.018], [-2.771, -0.859, 1.729], [-1.135, -1.267, 2.310], [-2.680, 3.259, -3.858], [-2.922, 3.889, -2.556], [-2.599, 5.320, -2.583], [-2.250, 5.627, -1.143], [-1.759, 4.342, -0.695], [-1.155, 4.250, 0.608], [-2.361, 3.334, -1.395], [-2.415, 2.092, -1.030], [-3.181, 1.187, -1.883], [-3.548, -0.061, -1.114], [-2.305, -0.684, -0.675], [-2.263, -1.955, -0.398], [-1.078, -2.604, -0.237], [0.218, -1.994, -0.353], [-1.254, -3.929, 0.313], [-2.707, -4.207, -0.044], [-3.267, -2.862, -0.125], [-4.686, -2.766, -0.410], [-2.859, 4.013, -4.622], [-3.353, 2.434, -4.059], [-1.645, 2.913, -3.953], [-3.440, 5.898, -2.962], [-1.730, 5.496, -3.226], [-3.124, 5.945, -0.561], [-1.479, 6.392, -1.050], [-0.406, 5.039, 0.688], [-0.641, 3.303, 0.723], [-1.883, 4.363, 1.414], [-2.601, 0.870, -2.755], [-4.098, 1.669, -2.236], [-4.134, -0.703, -1.775], [-4.186, 0.222, -0.265], [0.139, -1.117, -0.990], [0.912, -2.709, -0.802], [0.616, -1.684, 0.621], [-1.090, -3.939, 1.397], [-0.561, -4.633, -0.148], [-3.226, -4.785, 0.719], [-2.798, -4.731, -1.003], [-5.177, -3.574, 0.131], [-4.915, -2.886, -1.473], [-5.102, -1.832, -0.051]], "mulliken_charge": [2.367, -0.547, -0.349, 0.164, -0.573, -0.761, 0.260, -1.440, 0.406, 0.005, -0.722, -0.425, -0.632, -0.356, 0.409, -0.536, -1.702, 0.413, 0.746, -0.779, -0.558, -0.681, -0.407, 0.171, 0.548, 0.465, 0.275, 0.492, 0.427, 0.513, 0.424, 0.390, 0.387, 0.388, 0.584, 0.534, 0.273, 0.419, 0.408, 0.388, 0.379, -0.415, 0.506, -0.629, -0.968, -1.582, 0.261, 0.197, 0.539, 0.357, 0.856, 0.115, -1.166, 0.032, -0.726, -0.577, 0.278, -0.567, -0.249, 0.234, -1.325, -1.204, 0.280, -0.090, 0.314, -0.857, -0.249, -0.796, 0.113, -1.024, 0.444, 0.361, 0.340, 0.335, 0.382, 0.311, 0.380, 0.325, -0.014, 0.230, 0.288, 0.759, 0.555, 0.206, -0.165, 0.631, 0.020, -0.072, 0.452, 0.457, 0.329, 0.341, 0.333, 0.348], "homo_energy_ev": [-8.428, -10.231], "spin_multiplicity": 4, "total_charge": 1, "relative_energy_kcal_mol": 0.00, "energy_ev": -109752.1066}